15
Properties=species:S:1:pos:R:3:forces:R:3:mulliken_charge:R:1 method="wB97M-V/def2-TZVPD" largest_force_ev_per_a=1.15 spin_multiplicity=1 orbital_gap_ev=9.1 lumo_ev=0.96 smiles="C=CC(=C)N.O" total_charge=0 e_tot_ha=-287.75635
N -0.9506 -0.2760 -0.5794 0.1307 0.2048 -0.2139 -0.48
C 0.3447 -0.1800 -0.0622 0.1076 -0.1894 -0.5070 0.70
C 0.6716 -0.4352 1.2049 0.0397 -0.3646 0.1278 -0.96
C 2.6137 -0.2788 -1.0099 0.4124 0.2654 -0.9301 -0.79
C 1.3727 0.1807 -1.0728 0.0089 0.3933 1.0801 -0.30
H -1.5410 -1.0092 -0.2265 -0.1221 0.0975 0.1649 0.22
H -1.0102 -0.1482 -1.5741 -0.0112 -0.3173 -0.1067 0.19
H 1.6615 -0.2226 1.5768 0.0829 -0.1153 -0.1342 0.36
H -0.0056 -0.9465 1.8738 -0.2512 0.3461 0.1260 0.22
H 3.3051 0.1024 -1.7561 0.1411 -0.1693 0.1078 0.24
H 3.0001 -1.0256 -0.3308 -0.2943 0.0498 0.1780 0.33
H 1.1382 0.9243 -1.8300 -0.1895 -0.1191 -0.0318 0.29
H -2.6029 1.2827 0.5140 0.1866 -0.1678 -0.0062 0.31
H -3.3893 1.3181 1.8263 0.0021 -0.0554 -0.0234 0.30
O -2.9598 0.7179 1.2077 -0.2438 0.1413 0.1687 -0.63